{"formula": "C16H15BrIr", "method": "wB97M-V/def2-TZVPD", "symbols": ["C", "C", "C", "H", "C", "C", "H", "H", "H", "H", "Ir", "Br", "C", "C", "C", "H", "C", "C", "H", "H", "H", "H", "C", "C", "C", "C", "C", "C", "H", "H", "H", "H", "H"], "coordinates": [[1.427, -0.902, 1.749], [0.349, -0.654, 2.685], [-0.726, -1.567, 2.387], [0.361, 0.090, 3.483], [-0.321, -2.358, 1.250], [1.016, -1.979, 0.880], [1.597, -2.391, 0.066], [2.391, -0.399, 1.746], [-1.633, -1.679, 3.002], [-0.944, -3.124, 0.794], [-0.385, -0.219, 0.667], [0.319, 0.568, -1.477], [2.653, 0.263, -3.016], [3.235, -1.020, -2.828], [4.186, -0.926, -1.777], [2.974, -1.909, -3.390], [4.188, 0.425, -1.302], [3.243, 1.158, -2.059], [3.003, 2.206, -1.937], [1.911, 0.509, -3.766], [4.801, -1.735, -1.395], [4.802, 0.818, -0.500], [-4.606, 1.606, 0.710], [-3.586, 2.541, 0.985], [-2.248, 2.171, 0.748], [-1.994, 0.842, 0.357], [-2.992, 0.051, -0.213], [-4.316, 0.420, 0.026], [-5.626, 1.819, 1.025], [-3.830, 3.533, 1.399], [-1.427, 2.873, 0.909], [-2.722, -0.811, -0.832], [-5.102, -0.219, -0.375]], "atomic_forces_ev_per_a": [[-0.1, -0.7, 0.4], [0.5, 0.0, 0.0], [0.2, 0.2, 0.0], [0.0, -0.4, -0.3], [0.0, -0.5, 0.5], [-0.2, 0.4, 0.6], [-0.1, 0.1, 0.0], [-0.3, -0.1, -0.1], [0.5, 0.2, -0.7], [0.3, 0.2, 0.1], [0.1, -0.5, 1.2], [-0.1, 0.6, -1.1], [0.5, -1.7, -0.2], [0.2, 0.5, 0.2], [-1.0, 0.1, -1.0], [0.1, 0.1, 0.1], [-1.2, 1.5, -0.9], [2.0, -0.5, 1.6], [0.0, -0.1, 0.0], [0.2, 0.0, 0.1], [-0.1, 0.1, -0.1], [-0.1, -0.1, -0.1], [-1.4, -0.6, 0.4], [3.1, 1.1, 0.3], [-2.2, 1.4, 0.7], [1.8, 1.1, 0.3], [-3.4, -0.8, -1.1], [1.2, -1.5, -0.6], [0.1, 0.0, -0.2], [0.2, -0.4, -0.4], [-0.2, -0.1, 0.0], [-0.3, 0.4, 0.0], [-0.1, 0.1, 0.1]], "relative_energy_kj_mol": 0.00, "gap_ev": [3.2, 5.9], "charge": -1, "mol_weight_g_mol": 479.42, "homo_energy_ha": [-0.00973, -0.16379], "fmax_ev_per_a": 3.61, "e_tot_ha": -3296.8379, "spin_multiplicity": 5}